Molecular formula: C44H82N6O20P4
Method: DFT, the ωB97M-V functional and the def2-TZVPD basis

Each line ends with the Mulliken charge.
CARTESIAN COORDINATES (ANGSTROEM)
O -4.326 -0.453 1.769  -0.34
N -5.261 -0.836 1.085  1.21
O -5.156 -1.300 -0.015  -0.69
C -6.600 -0.715 1.637  -0.36
C -7.589 -1.008 0.719  -0.33
C -8.859 -0.858 1.223  -0.48
C -9.118 -0.223 2.418  -0.26
C -8.140 0.233 3.241  -0.64
C -6.786 -0.054 2.881  -0.14
H -7.350 -1.400 -0.270  0.44
H -9.678 -1.027 0.480  0.27
H -10.182 -0.039 2.699  0.32
H -8.382 0.664 4.216  0.40
H -5.988 0.281 3.482  0.58
O -0.313 -2.443 -3.301  -0.69
N -0.966 -2.326 -2.278  1.24
O -1.712 -3.214 -1.876  -0.65
C -1.103 -1.029 -1.617  -0.91
C -0.400 0.046 -2.185  0.68
C -0.400 1.257 -1.598  -0.63
C -1.127 1.384 -0.391  -0.90
C -1.775 0.293 0.220  -0.73
C -1.703 -0.973 -0.421  -0.08
H 0.190 -0.187 -3.060  -0.22
H 0.313 1.992 -2.015  0.64
H -1.188 2.371 0.099  0.31
H -2.282 0.379 1.174  0.52
H -2.168 -1.855 -0.085  1.16
C 0.405 -0.690 5.537  -1.30
C 0.755 -2.118 5.627  0.49
O -0.414 -2.874 5.941  -0.35
P -1.020 -4.053 5.076  0.50
O -1.961 -4.830 5.923  -0.82
O -1.483 -3.394 3.700  0.49
C -2.819 -2.793 3.728  0.10
C -3.855 -3.747 3.239  -1.30
O 0.247 -4.882 4.474  -0.20
C 1.079 -5.539 5.428  -0.26
C 1.124 -6.995 5.100  -1.44
H 1.268 -0.170 5.236  0.44
H -0.316 -0.404 4.726  0.11
H 0.074 -0.204 6.449  0.41
H 1.150 -2.348 4.653  -0.15
H 1.475 -2.332 6.457  0.19
H -3.013 -2.285 4.683  0.43
H -2.818 -1.912 3.085  -0.09
H -4.841 -3.215 3.298  0.27
H -3.665 -3.981 2.231  0.32
H -3.830 -4.637 3.859  0.39
H 2.096 -5.137 5.312  0.21
H 0.652 -5.385 6.389  0.49
H 1.755 -7.507 5.816  0.40
H 0.121 -7.407 5.104  0.33
H 1.439 -7.211 4.100  0.34
C 6.701 -1.671 -7.604  -1.30
C 5.763 -1.905 -6.386  -0.02
O 5.621 -0.647 -5.669  -0.38
P 5.366 -0.777 -4.117  1.00
O 4.988 0.491 -3.503  -0.80
O 4.230 -1.844 -4.033  -0.21
C 3.440 -2.130 -2.821  1.41
C 3.464 -3.600 -2.426  -1.47
O 6.701 -1.373 -3.451  -0.29
C 7.842 -0.523 -3.447  -0.09
C 8.958 -1.201 -2.700  -1.32
H 7.732 -1.331 -7.370  0.28
H 6.880 -2.625 -8.117  0.40
H 6.256 -0.973 -8.336  0.31
H 4.754 -2.296 -6.676  0.22
H 6.181 -2.641 -5.698  0.34
H 3.727 -1.517 -1.965  -0.12
H 2.416 -1.850 -3.106  -0.45
H 3.331 -4.267 -3.336  0.35
H 4.421 -3.915 -1.988  0.38
H 2.631 -3.827 -1.772  0.23
H 8.084 -0.122 -4.435  0.32
H 7.561 0.387 -2.832  0.20
H 9.253 -2.198 -3.164  0.28
H 9.862 -0.664 -2.670  0.45
H 8.688 -1.331 -1.668  0.30
C -3.891 1.565 -3.376  -1.09
C -3.808 3.104 -3.231  -0.39
O -2.362 3.437 -3.150  -0.07
P -1.993 4.749 -2.331  0.99
O -2.080 4.676 -0.846  -0.78
O -3.012 5.827 -3.020  -0.38
C -3.047 7.170 -2.563  -0.18
C -1.945 7.991 -3.240  -1.12
O -0.483 5.037 -2.692  -0.34
C -0.124 5.135 -4.080  0.03
C 1.409 5.339 -4.209  -1.40
H -3.825 1.064 -2.411  0.06
H -4.923 1.382 -3.627  0.53
H -3.200 1.175 -4.114  0.28
H -4.108 3.587 -4.122  0.35
H -4.332 3.314 -2.333  0.42
H -4.056 7.563 -2.806  0.34
H -2.913 7.176 -1.428  0.22
H -2.076 9.008 -3.030  0.49
H -0.984 7.717 -2.764  0.24
H -1.892 7.778 -4.303  0.24
H -0.552 4.271 -4.549  0.32
H -0.595 5.993 -4.526  0.23
H 1.576 5.581 -5.218  0.46
H 1.757 6.172 -3.604  0.33
H 1.956 4.439 -3.913  0.21
C 5.420 -1.655 3.276  -1.32
C 4.348 -0.846 2.607  0.26
O 3.385 -1.863 2.074  -0.34
P 2.265 -1.043 1.187  -0.95
O 1.360 -0.074 1.816  -0.13
O 3.092 -0.440 0.040  -0.07
C 2.888 0.809 -0.607  1.51
C 3.903 1.815 -0.004  -1.50
O 1.539 -2.312 0.675  0.59
C 0.892 -3.211 1.647  0.26
C 0.403 -4.409 0.907  -1.47
H 5.130 -2.191 4.159  0.32
H 5.585 -2.346 2.442  0.31
H 6.378 -1.138 3.434  0.35
H 3.777 -0.116 3.315  0.12
H 4.787 -0.370 1.728  0.04
H 2.907 0.754 -1.668  -0.06
H 1.861 1.215 -0.409  -0.77
H 3.849 2.780 -0.503  0.48
H 3.703 1.874 1.119  0.22
H 4.894 1.482 -0.247  0.32
H 1.613 -3.521 2.410  0.31
H 0.042 -2.748 2.141  0.16
H -0.156 -4.067 -0.028  0.08
H 1.192 -5.072 0.643  0.42
H -0.288 -4.944 1.558  0.38
C -5.136 3.313 1.313  0.37
C -6.314 2.719 0.669  0.41
N -7.205 2.185 0.167  -0.52
H -5.038 4.373 1.201  0.43
H -4.290 2.818 0.873  -0.22
H -5.094 3.163 2.389  -0.31
C -3.739 2.924 6.248  -0.84
C -4.818 2.864 5.271  0.49
N -5.554 2.755 4.400  -0.54
H -3.091 2.094 6.164  0.21
H -4.147 2.912 7.275  0.33
H -3.137 3.812 6.143  0.27
C 2.058 -0.202 -5.785  -0.74
C 1.784 0.885 -4.808  0.44
N 1.508 1.781 -4.113  -0.24
H 3.108 -0.195 -6.144  0.09
H 1.349 -0.103 -6.600  0.46
H 1.827 -1.126 -5.225  0.13
C 0.408 2.649 2.764  0.38
C -0.731 2.568 3.639  0.20
N -1.663 2.487 4.271  -0.30
H 1.316 3.052 3.340  0.38
H 0.221 3.386 1.984  0.30
H 0.703 1.716 2.231  -0.50

Properties
SMILES string = O=[N+]([O-])c1ccccc1.O=[N+]([O-])c1ccccc1.CCOP(=O)(OCC)OCC.CCOP(=O)(OCC)OCC.CCOP(=O)(OCC)OCC.CCOP(=O)(OCC)OCC.CC#N.CC#N.CC#N.CC#N
2S+1 = 1
electronic energy = -4924.6801 a.u.
frontier orbital gap = 9.2 eV
HOMO = -9.3 eV